The following is a quantum chemistry calculation of a structure of composition C34H64B2Cl2F4GeN4O2P2STi in a non-equilibrium geometry, from OMol25.

Last column: Löwdin charge in e.
Element x y z (Å)
Ti  -1.795229  1.570589  -1.333651  0.720
C  -1.187899  0.414698  5.781824  -0.125
C  0.074494  0.563772  4.893336  -0.664
C  0.408165  -0.916469  4.408420  -0.117
C  1.283293  1.174413  5.601032  -0.110
P  -0.443824  1.424480  3.218958  1.143
C  1.223596  1.594221  2.342091  -0.341
N  1.840433  0.476359  1.664302  -0.057
B  1.193421  -0.527204  0.793336  -0.369
N  2.364497  -1.046879  0.062409  -0.076
C  2.438572  -1.841482  -1.146977  -0.327
P  0.897817  -2.914267  -1.610621  1.146
C  1.148468  -3.177217  -3.554643  -0.673
C  1.661994  -4.532361  -4.069676  -0.114
C  -0.230332  -2.940149  -4.166995  -0.142
C  2.126547  -2.086204  -4.050113  -0.126
C  1.436047  -4.496866  -0.644004  -0.669
C  1.590309  -4.123776  0.878627  -0.098
C  0.245992  -5.482233  -0.702188  -0.122
C  2.788142  -5.024622  -1.203686  -0.103
C  3.570636  -0.601892  0.638243  -0.176
C  4.912380  -0.884823  0.283343  -0.045
C  5.923811  -0.105246  0.842023  -0.129
C  5.618068  0.837231  1.881074  -0.116
C  4.277724  1.043988  2.258626  -0.051
C  3.252902  0.351303  1.641652  -0.184
C  -0.761523  3.314113  3.648436  -0.632
C  -0.085854  3.878878  4.912971  -0.111
C  -0.379012  4.248267  2.438485  -0.105
C  -2.317454  3.527634  3.763834  -0.120
H  -0.872367  -0.087321  6.730936  0.088
H  -1.699888  1.332926  6.037134  0.047
H  -1.928445  -0.189169  5.280977  0.056
H  0.554244  -1.523289  5.305113  0.069
H  -0.379108  -1.382887  3.795455  0.054
H  1.350999  -0.927242  3.852810  0.063
H  2.131830  0.473569  5.757267  0.087
H  1.733529  1.981540  5.045415  0.028
H  0.992176  1.565487  6.590173  0.076
H  1.024821  2.395901  1.571807  0.067
H  1.941169  2.089664  3.004838  0.063
H  2.615080  -1.161432  -2.034797  0.074
H  3.333720  -2.477751  -1.099113  0.061
H  1.119426  -5.397176  -3.727776  0.061
H  1.500776  -4.500973  -5.159095  0.077
H  2.706615  -4.763931  -3.906657  0.060
H  -0.974581  -3.680969  -3.780356  0.080
H  -0.706817  -1.956282  -4.008222  0.055
H  -0.145618  -3.099142  -5.264876  0.078
H  3.159155  -2.301271  -3.778440  0.077
H  2.141420  -2.128584  -5.147489  0.079
H  1.858952  -1.070210  -3.758313  0.057
H  0.625986  -3.762164  1.267091  0.063
H  1.963012  -4.992867  1.424496  0.076
H  2.296251  -3.317398  1.040308  0.056
H  -0.627910  -5.085465  -0.209057  0.047
H  -0.009916  -5.798790  -1.679283  0.043
H  0.546272  -6.338354  -0.066924  0.083
H  3.177839  -4.407464  -2.033774  0.045
H  3.530791  -4.958984  -0.388260  0.078
H  2.724064  -6.054056  -1.503014  0.064
H  5.128587  -1.611748  -0.507599  0.091
H  6.939278  -0.237604  0.475442  0.078
H  6.410492  1.458694  2.255313  0.070
H  4.026539  1.786354  3.032278  0.096
H  0.989361  3.874704  4.852518  0.059
H  -0.361456  4.916765  5.084548  0.074
H  -0.335902  3.313728  5.812007  0.059
H  0.695259  4.275717  2.271359  0.067
H  -0.907245  3.990678  1.548388  0.056
H  -0.636605  5.287825  2.644261  0.074
H  -2.755942  3.008284  4.595030  0.047
H  -2.590494  4.569813  3.831139  0.069
H  -2.773591  3.042518  2.904934  0.055
C  -2.466977  -2.777068  1.661047  -0.056
N  -3.534968  -1.880692  1.262124  -0.150
C  -4.924866  -1.930879  1.817406  -0.106
C  -5.507047  -0.572119  1.469112  -0.145
N  -4.505591  -0.029337  0.546350  0.030
C  -3.385827  -0.786556  0.495303  -0.742
S  -2.006910  -0.587070  -0.415484  0.745
H  -2.700304  -3.139145  2.657065  0.084
H  -1.521637  -2.258879  1.590072  0.032
H  -2.399028  -3.634988  0.967280  0.087
H  -4.830908  -2.074589  2.944651  0.137
H  -5.470876  -2.750544  1.379480  0.107
H  -5.547834  0.007705  2.380772  0.107
H  -6.511352  -0.617848  1.042307  0.118
H  -4.733919  0.600550  -0.264390  0.153
C  1.033925  1.456850  -5.553941  -0.237
Ge  -0.719493  1.843293  -4.834389  0.711
C  -2.117832  1.231785  -6.065368  -0.234
C  -1.008513  3.715947  -4.507945  -0.237
C  -0.855238  0.979093  -3.047835  -0.420
H  1.266980  2.181025  -6.359392  0.015
H  1.046994  0.398940  -5.909972  0.017
H  1.853180  1.565596  -4.798547  0.026
H  -2.190895  1.916305  -6.904084  -0.002
H  -3.109335  1.145246  -5.564251  0.024
H  -1.875246  0.219590  -6.524251  0.031
H  -1.232282  3.873065  -3.456545  -0.006
H  -0.111346  4.311222  -4.720189  0.016
H  -1.826309  4.090517  -5.165011  0.028
H  0.171975  0.700195  -2.685669  0.008
H  -1.419766  0.074244  -3.412437  -0.024
Cl  -6.046668  3.913628  -0.408796  0.426
C  -4.605703  4.433640  -1.633622  -0.880
Cl  -3.832553  5.939475  -1.323504  0.667
C  -3.541768  3.286876  -1.566204  -0.666
O  -3.454655  2.556044  -2.588770  -0.048
O  -2.928281  2.891507  -0.426566  -0.192
H  -5.197487  4.532163  -2.523601  0.043
F  2.620262  3.789852  -0.488135  0.246
B  2.088777  3.271642  -1.595500  -0.827
F  2.495428  2.029304  -1.926585  0.232
F  1.193935  3.976991  -2.272549  0.250
F  -0.238017  2.237534  -0.697953  -0.384

Cartesian forces (eV/Å) of the 6 atoms listed first:
2.1 -0.3 -0.7
1.1 -0.1 0.5
-0.7 -1.0 -1.6
0.2 0.9 0.4
0.4 -0.3 0.7
0.4 0.2 0.4

Computed properties:
- Frontier orbital gap (spin up / spin down): 3.7 / 3.7 eV
- LUMO energy (spin up / spin down): 1.85 / 1.86 eV
- Total charge: -1
- Energy: -192669.830 eV
- Spin multiplicity: 2
- <S²>: 0.75

***

The following is a quantum chemistry calculation of a structure of composition C34H64Br2F3NO34PS8 in a non-equilibrium geometry, from OMol25.

Last column: Löwdin charge in e.
Element x y z (Å)
C  0.721278  0.604587  2.913527  -0.094
C  0.135894  1.611005  1.866666  -0.257
C  0.175356  1.048749  0.415228  -0.211
C  -0.984625  0.037564  0.144662  -0.167
C  -0.437018  -1.409105  0.456239  -0.203
C  -0.749435  -2.432774  -0.685433  -0.192
C  -0.239575  -3.820370  -0.154556  -0.199
C  0.465417  -4.670892  -1.264101  -0.178
C  1.987361  -4.263651  -1.410663  -0.227
C  3.023669  -5.412641  -1.222810  -0.283
P  4.366002  -5.275548  0.134573  0.622
C  4.024236  -7.151478  0.533918  -0.267
C  2.917523  -4.853442  1.350613  -0.174
C  4.795244  -3.447070  -0.149275  -0.183
O  4.756868  -2.599172  1.077291  0.013
C  4.543733  -1.333454  0.787886  -0.737
F  4.851266  -0.590126  1.882847  0.127
F  5.305262  -0.839008  -0.204853  0.142
F  3.233931  -1.080984  0.555699  0.129
O  5.419453  -5.299478  1.602068  -0.198
C  6.642394  -4.960113  1.471829  -0.532
N  7.726913  -4.729863  1.255082  0.140
C  5.795898  -5.932443  -1.056483  -0.651
Br  6.860877  -7.551339  -0.636264  0.629
C  6.114176  -5.391984  -2.239677  -0.762
C  5.449140  -4.218162  -2.927522  -0.189
Br  7.561331  -6.109735  -3.385389  0.581
H  0.092083  -0.305932  2.897750  0.061
H  1.763215  0.341190  2.643771  0.064
H  0.708854  1.013587  3.940145  0.067
H  0.709862  2.553245  1.966557  0.083
H  -0.916386  1.825328  2.130123  0.075
H  0.040372  1.918998  -0.254198  0.078
H  1.178424  0.628614  0.211846  0.094
H  -1.788824  0.252203  0.873792  0.089
H  -1.389127  0.119304  -0.878568  0.105
H  0.664676  -1.372827  0.524265  0.089
H  -0.904231  -1.774140  1.391813  0.107
H  -0.230586  -2.174582  -1.626329  0.107
H  -1.843560  -2.454124  -0.855148  0.097
H  -1.063235  -4.392175  0.326304  0.101
H  0.501838  -3.622232  0.643497  0.076
H  0.323913  -5.739929  -1.017676  0.101
H  -0.048475  -4.444895  -2.215533  0.072
H  2.064142  -3.920464  -2.465671  0.073
H  2.121265  -3.358600  -0.791701  0.082
H  2.406603  -6.295589  -0.960071  0.065
H  3.399353  -5.701212  -2.229009  0.081
H  4.004461  -7.766129  -0.387748  0.024
H  3.033677  -7.310280  1.004643  0.032
H  4.738376  -7.547977  1.281269  0.016
H  2.584263  -3.798924  1.285175  0.026
H  3.245918  -5.069549  2.384726  0.051
H  1.999917  -5.424708  1.110151  0.040
H  4.178633  -2.910952  -0.890157  0.081
H  5.830795  -3.280685  -0.519666  0.096
H  4.417098  -3.952690  -2.668195  0.041
H  6.074225  -3.308764  -2.764571  0.086
H  5.470253  -4.369903  -4.026577  0.063
C  1.813511  6.636619  1.044337  -0.157
C  1.910878  6.769208  -0.456948  -0.160
O  1.057484  5.740241  -0.969921  -0.174
S  -0.169464  5.516312  0.042682  0.618
O  -1.296940  6.242570  -0.434924  -0.234
O  -0.220316  4.137324  0.360399  -0.215
O  0.441992  6.310157  1.303401  -0.187
H  2.433411  5.814619  1.410847  0.130
H  2.090306  7.553624  1.556894  0.119
H  2.926991  6.641311  -0.819455  0.100
H  1.521808  7.734069  -0.793715  0.131
C  -4.583679  -4.412249  -2.457484  -0.166
C  -3.799879  -5.572042  -3.036990  -0.154
O  -3.185131  -5.043420  -4.220669  -0.183
S  -2.852636  -3.482850  -3.987638  0.620
O  -1.491407  -3.372647  -3.598316  -0.222
O  -3.406802  -2.739212  -5.062077  -0.217
O  -3.762866  -3.264325  -2.679784  -0.190
H  -5.528347  -4.266217  -2.988231  0.137
H  -4.778887  -4.533703  -1.395045  0.079
H  -4.431732  -6.423341  -3.279139  0.136
H  -3.004920  -5.890972  -2.357661  0.135
C  5.171357  3.289792  1.374687  -0.151
C  5.409606  2.429147  0.152864  -0.158
O  5.320394  3.341110  -0.952790  -0.182
S  5.858955  4.785578  -0.498628  0.621
O  7.208639  4.919455  -0.911167  -0.211
O  4.866749  5.752831  -0.823734  -0.234
O  5.836146  4.531304  1.089632  -0.189
H  4.107340  3.496226  1.513113  0.127
H  5.573363  2.842171  2.280497  0.140
H  4.676351  1.632081  0.054870  0.123
H  6.413508  1.999169  0.157853  0.140
C  3.456341  -0.866168  -4.151395  -0.161
C  3.556105  -0.764762  -5.660881  -0.169
O  2.740890  -1.831278  -6.152653  -0.189
S  1.509830  -2.071865  -5.135743  0.603
O  0.373983  -1.386817  -5.638657  -0.214
O  1.482841  -3.442905  -4.784165  -0.213
O  2.097808  -1.228694  -3.894562  -0.189
H  4.101622  -1.658610  -3.762682  0.119
H  3.698646  0.072302  -3.656537  0.135
H  4.578090  -0.867918  -6.018796  0.135
H  3.137170  0.177832  -6.023365  0.131
C  -5.833813  2.668598  2.829501  -0.180
C  -4.766707  3.001951  1.808109  -0.156
O  -3.550932  3.059359  2.558035  -0.184
S  -3.625213  2.008673  3.774832  0.606
O  -2.963436  0.815785  3.382428  -0.227
O  -3.314720  2.692592  4.977441  -0.213
O  -5.213314  1.737142  3.724986  -0.183
H  -6.122783  3.550687  3.400350  0.120
H  -6.716041  2.226673  2.373059  0.111
H  -4.952795  3.947946  1.304989  0.139
H  -4.667647  2.208055  1.062917  0.138
C  -0.767643  9.827409  1.493801  -0.156
C  -0.848596  11.338209  1.572065  -0.166
O  0.322762  11.729466  2.295836  -0.186
S  1.518830  10.702299  1.966903  0.608
O  2.335652  11.268154  0.954485  -0.214
O  2.046654  10.222644  3.192150  -0.213
O  0.621704  9.543065  1.298244  -0.213
H  -1.082401  9.362390  2.430488  0.140
H  -1.357245  9.421936  0.674085  0.139
H  -1.745987  11.681279  2.081419  0.136
H  -0.799414  11.790442  0.578309  0.134
C  -4.784266  -3.593651  2.714896  -0.155
C  -4.985362  -4.892299  3.470181  -0.160
O  -5.499144  -5.806586  2.492031  -0.186
S  -4.871188  -5.446618  1.055552  0.601
O  -3.767692  -6.303076  0.816441  -0.203
O  -5.941035  -5.305709  0.130155  -0.232
O  -4.306753  -3.989163  1.424898  -0.185
H  -5.728934  -3.061283  2.581388  0.134
H  -4.065521  -2.937345  3.201170  0.141
H  -5.680412  -4.788446  4.299911  0.135
H  -4.036200  -5.288274  3.838693  0.137
C  -10.272873  4.627000  0.091023  -0.163
C  -9.542823  3.364731  -0.320352  -0.161
O  -8.509340  3.209311  0.658037  -0.198
S  -9.026598  3.778373  2.074428  0.602
O  -9.492582  2.687360  2.850775  -0.205
O  -8.069939  4.707798  2.556742  -0.214
O  -10.302898  4.588107  1.522044  -0.183
H  -9.724228  5.520787  -0.214718  0.135
H  -11.283589  4.668886  -0.308820  0.137
H  -9.118078  3.434599  -1.318887  0.139
H  -10.196932  2.491405  -0.264457  0.136

Cartesian forces (eV/Å) of the 6 atoms listed first:
-0.5 0.1 -0.5
0.6 -0.6 0.6
-0.7 1.2 0.0
1.3 -0.6 1.0
-1.0 0.3 -1.5
0.2 -0.4 1.6

Computed properties:
- Frontier orbital gap: 6.3 eV
- LUMO energy: 1.02 eV
- Total charge: -1
- Energy: -351600.793 eV
- Spin multiplicity: 1

***

Q: What is the formula in the first record?
A: C34H64B2Cl2F4GeN4O2P2STi

***

Q: Which of these has the lowest energy?
A: C34H64Br2F3NO34PS8